Entry 1:
Formula: C22H24BCoN8O
Source: the OMol25 dataset
Level of theory: the ωB97M-V functional and the def2-TZVPD basis

```
57
Properties=species:S:1:pos:R:3
Co -0.06809 0.06676 -0.04980
C -2.45787 -3.25805 -0.57888
C -2.38380 -1.89803 -0.30666
N -1.11447 -1.56440 -0.05969
N -0.36286 -2.68042 -0.17093
C -1.15407 -3.71432 -0.48236
B 1.15293 -2.59274 0.11137
N 1.29071 -1.76942 1.41086
C 1.81750 -2.06354 2.60458
C 1.64889 -0.96830 3.43796
C 0.99022 -0.02270 2.66440
N 0.78007 -0.52256 1.44123
N 1.79995 -1.72512 -1.00588
C 2.72525 -2.04095 -1.92233
C 3.05756 -0.89552 -2.62285
C 2.26999 0.10568 -2.06701
N 1.52034 -0.41086 -1.09337
N 1.83410 -3.92155 0.21669
C 3.14908 -4.15322 0.47170
C 3.35501 -5.51310 0.44520
C 2.09067 -6.06129 0.16020
N 1.22170 -5.09557 0.01584
H -3.33654 -3.83203 -0.79155
H -3.17875 -1.17886 -0.24937
H -0.74220 -4.69946 -0.60099
H 2.27265 -3.00985 2.81740
H 1.95691 -0.87248 4.45777
H 0.67298 0.96600 2.94163
H 3.08973 -3.04240 -2.03373
H 3.77997 -0.78963 -3.40643
H 2.24590 1.15029 -2.31076
H 3.84196 -3.35678 0.65474
H 4.26899 -6.05225 0.57900
H 1.81341 -7.08898 0.04353
C -3.53105 3.84499 -6.56446
C -2.98167 2.98701 -5.49962
C -2.04386 3.47486 -4.58296
C -1.54321 2.69098 -3.56851
C -0.51925 3.24142 -2.64044
C -1.99454 1.33698 -3.45218
C -1.53320 0.48562 -2.42576
O -0.89448 0.82415 -1.39687
C -2.93018 0.81579 -4.40638
C -3.42718 -0.59218 -4.34217
C -3.40209 1.65022 -5.38969
H -3.00406 4.79130 -6.64038
H -4.58420 4.05022 -6.35360
H -3.51430 3.33033 -7.52511
H -1.70055 4.49428 -4.67672
H -0.22107 4.23989 -2.94728
H 0.36214 2.60095 -2.61976
H -0.90816 3.29501 -1.62329
H -1.77775 -0.57544 -2.55214
H -3.86483 -0.82243 -3.37272
H -2.62091 -1.29967 -4.53578
H -4.19293 -0.74994 -5.09653
H -4.12004 1.27465 -6.10406
```

Calculated values
total charge = +2
DFT total energy = -75461.171 eV

Entry 2:
Formula: H28O14
Source: the OMol25 dataset
Level of theory: the ωB97M-V functional and the def2-TZVPD basis

```
42
Properties=species:S:1:pos:R:3
O -14.00500 -1.16600 -20.61200
H -13.67500 -0.31900 -20.83000
H -14.72200 -0.89700 -20.04000
O -11.21800 -1.41700 -19.46600
H -10.47600 -0.80100 -19.54700
H -12.01600 -1.06600 -19.95400
O -9.97100 5.67200 -21.05200
H -9.50600 6.26100 -21.65600
H -9.72600 4.84800 -21.39200
O -12.90100 1.09100 -18.96700
H -12.89500 0.49300 -18.23900
H -13.71700 1.58100 -18.84900
O -8.59000 -0.14600 -20.24700
H -8.04900 -0.89800 -20.00700
H -8.69100 0.41200 -19.49400
O -8.40800 3.47800 -23.22100
H -8.43700 2.61700 -22.81800
H -9.38000 3.55600 -23.43000
O -13.87400 1.37400 -22.16500
H -14.52300 0.86800 -22.64100
H -14.25400 1.92600 -21.53900
O -12.63900 3.81900 -20.74700
H -12.16100 4.46500 -20.35800
H -12.05600 3.18200 -21.07200
O -12.24400 3.40200 -17.29800
H -12.17600 2.73200 -17.96800
H -11.45200 3.86200 -17.52800
O -8.85800 2.91700 -20.32500
H -9.10600 3.23400 -19.45300
H -7.90900 2.81200 -20.32900
O -10.91900 3.26000 -23.21200
H -11.18200 3.12100 -24.14900
H -11.04600 2.41000 -22.79800
O -10.77700 -1.05500 -22.32200
H -9.98400 -1.57700 -22.26900
H -10.50500 -0.21600 -21.99600
O -11.04400 1.44600 -20.88400
H -10.36500 2.04100 -20.60500
H -11.76200 1.57200 -20.20900
O -8.42100 0.73800 -22.86500
H -7.55400 1.13400 -23.06800
H -8.40300 0.62100 -21.94200
```

Calculated values
total charge = 0
energy above the lowest of the compared OMol25 structures with the same formula, charge and spin = 236.73 kJ/mol

Entry 3:
Formula: C25H33CrN3O7S
Source: the OMol25 dataset
Level of theory: the ωB97M-V functional and the def2-TZVPD basis

```
70
Properties=species:S:1:pos:R:3
Cr 0.54076 -0.55226 0.99915
C -2.99897 -0.22587 0.78809
C -2.56436 0.35623 2.10262
O -1.13851 0.24977 2.25710
C -0.73433 -0.02225 3.60040
C -0.64483 -1.52367 3.72674
O 0.12891 -1.92593 2.60039
C 0.25683 -3.32714 2.38275
C 0.75699 -3.44781 0.96018
O -0.01652 -2.54531 0.16074
C -1.23277 -3.14919 -0.32759
C -2.28665 -2.09990 -0.51067
O -2.54300 -1.56086 0.77389
H -4.09209 -0.16972 0.72431
H -2.58118 0.32995 -0.05203
H -2.85161 1.40716 2.18182
H -3.04672 -0.20206 2.90870
H 0.23478 0.45701 3.73259
H -1.43679 0.40467 4.31647
H -0.15714 -1.83474 4.65376
H -1.63421 -1.98685 3.65761
H 0.96023 -3.76656 3.09416
H -0.72642 -3.78938 2.51192
H 1.79198 -3.11924 0.88969
H 0.67796 -4.46885 0.58499
H -1.00964 -3.64652 -1.27430
H -1.57769 -3.89185 0.39545
H -1.94606 -1.32489 -1.20153
H -3.18393 -2.57056 -0.92828
S 4.92502 -0.78128 2.07540
C 4.04887 -0.73099 3.53555
C 2.69791 -0.70512 3.34288
C 2.33522 -0.73827 1.96253
C 3.45797 -0.77571 1.18137
C 3.26883 -0.84879 -0.24646
C 4.25431 -0.92584 -1.22564
C 3.87106 -1.06075 -2.54499
C 2.51646 -1.11827 -2.85925
C 1.59632 -1.01273 -1.83822
N 1.95753 -0.87271 -0.55698
H 4.58043 -0.71978 4.47450
H 2.00981 -0.67973 4.17549
H 5.29672 -0.88638 -0.94111
H 4.61806 -1.12716 -3.32482
H 2.17686 -1.23354 -3.87820
H 0.53409 -1.02747 -2.04041
C 0.62975 2.58257 -3.97184
C -0.76997 2.92468 -3.47213
C -0.92168 2.73134 -1.95951
C -2.32808 3.18255 -1.44966
C -3.51524 2.52277 -2.13919
C 0.04553 3.65425 -1.23734
O 0.26457 4.78724 -1.56840
N 0.62319 3.13817 -0.07679
C 0.50878 1.83892 0.29620
O 1.10287 1.40892 1.31524
N -0.18641 0.92554 -0.39224
C -0.76403 1.25587 -1.59497
O -1.23075 0.39658 -2.32147
H 0.68892 2.70341 -5.05272
H 0.88716 1.54577 -3.74182
H 1.38311 3.23554 -3.52828
H -1.50357 2.29087 -3.96614
H -1.00872 3.96349 -3.70305
H -2.37088 4.26417 -1.59118
H -2.37666 3.00723 -0.36861
H -3.57148 2.80271 -3.18981
H -4.43796 2.85453 -1.66231
H -3.47160 1.43538 -2.08710
H 1.23266 3.73866 0.46241
```

Calculated values
multiplicity = 2
total charge = +1
energy above the lowest of the compared OMol25 structures with the same formula, charge and spin = 0.00 kJ/mol

Entry 4:
Formula: C39H53EuFN6O2Si2
Source: the OMol25 dataset
Level of theory: the ωB97M-V functional and the def2-TZVPD basis

```
104
Properties=species:S:1:pos:R:3
Eu 1.02111 -18.86580 6.68431
C 3.68579 -22.48669 1.92551
N 2.55737 -22.24310 2.78966
C 2.66228 -22.72214 4.14953
C 2.32397 -24.21147 4.39905
C 0.86172 -24.50825 4.69954
N 0.25107 -23.65987 5.79014
C -1.02524 -23.53569 5.69419
C -1.87916 -22.67897 6.49434
C -3.14144 -23.19832 6.72766
C -3.95903 -22.70102 7.74164
C -3.48156 -21.67661 8.55820
C -2.24193 -21.13338 8.30507
C -1.46995 -21.41842 7.15442
O -0.50885 -20.65622 6.75883
C 1.29521 -22.03255 2.14672
C 0.22890 -21.28867 2.95457
C 0.48057 -19.75974 3.12846
N 1.58491 -19.42882 4.05608
C 2.65365 -19.02957 3.43123
C 3.89801 -18.52572 3.98008
C 4.87185 -18.01016 3.04032
C 6.11584 -17.65523 3.48676
C 6.49739 -17.89990 4.81734
C 5.53739 -18.29739 5.73068
C 4.19229 -18.53504 5.36291
O 3.30132 -18.74867 6.29751
H 3.61445 -23.50697 1.47883
H 4.59181 -22.44482 2.54695
H 3.73147 -21.71588 1.12979
H 2.02505 -22.09703 4.77538
H 3.71593 -22.53334 4.39745
H 2.91041 -24.48821 5.26730
H 2.65153 -24.82098 3.54723
H 0.79810 -25.56869 4.97802
H 0.25533 -24.39531 3.80124
H -1.61588 -24.16343 4.96450
H -3.49776 -24.01591 6.12354
H -4.94841 -23.10251 7.85662
H -4.07317 -21.35215 9.41056
H -1.83330 -20.41398 9.02282
H 0.85308 -22.98753 1.77754
H 1.54481 -21.51319 1.20652
H 0.05114 -21.71063 3.94770
H -0.73677 -21.39633 2.46503
H -0.46350 -19.41740 3.58835
H 0.63441 -19.28071 2.15750
H 2.66550 -19.08663 2.32337
H 4.56257 -17.85472 2.01651
H 6.80703 -17.18258 2.80363
H 7.53464 -17.72626 5.10825
H 5.78500 -18.38481 6.76830
C 2.76380 -15.12722 5.31412
Si 0.90101 -15.20042 5.17079
C 0.22553 -13.46667 5.38879
C 0.54082 -15.70867 3.44029
N 0.27927 -16.40214 6.30249
C -0.94681 -16.18830 6.84869
C -1.29881 -15.05110 7.67066
C -2.46412 -14.99984 8.39781
C -3.35858 -16.07517 8.34387
C -3.14273 -17.17275 7.49275
C -2.00494 -17.17813 6.70178
F -1.77167 -18.19566 5.80432
H 3.20800 -14.12471 5.04840
H 3.24515 -15.87517 4.66611
H 3.04882 -15.36077 6.36179
H 0.43823 -12.86806 4.50394
H 0.61423 -12.92916 6.27068
H -0.86970 -13.51243 5.51001
H 0.82857 -14.97005 2.72269
H -0.52073 -15.97306 3.29187
H 1.08935 -16.67165 3.29999
H -0.59242 -14.24325 7.79480
H -2.72810 -14.12224 8.96672
H -4.24243 -16.02266 8.97392
H -3.87476 -17.97676 7.43840
C 1.89186 -23.15649 8.91900
C 2.70922 -21.90911 8.96946
C 4.09284 -21.90864 9.19102
C 4.63160 -20.68844 9.70582
C 3.79059 -19.60767 9.91604
C 2.46994 -19.62998 9.39919
N 1.96255 -20.78379 8.89631
N 1.69000 -18.55723 9.32211
Si 1.89770 -17.23892 10.48009
C 0.50864 -15.99951 10.52469
C 3.28719 -16.14361 9.92900
C 2.04468 -17.80106 12.28502
H 1.17916 -23.21015 9.75039
H 2.55243 -24.03268 8.96235
H 1.31329 -23.20765 7.99850
H 4.65937 -22.81629 9.06615
H 5.70002 -20.60348 9.86367
H 4.14055 -18.73719 10.48214
H 0.67554 -15.30086 9.69019
H 0.36682 -15.42896 11.43549
H -0.46748 -16.50580 10.30213
H 3.05337 -15.79789 8.90612
H 4.25878 -16.66653 9.86299
H 3.40458 -15.25653 10.58369
H 1.49910 -18.73394 12.41940
H 1.65394 -17.08671 13.02235
H 3.09646 -18.03915 12.53522
```

Calculated values
multiplicity = 7
total charge = -1
energy above the lowest of the compared OMol25 structures with the same formula, charge and spin = 0.00 kJ/mol

Entry 5:
Formula: C17H14ClFN2O3S
Source: the OMol25 dataset
Level of theory: the ωB97M-V functional and the def2-TZVPD basis

```
39
Properties=species:S:1:pos:R:3
C -5.26387 -1.47570 0.39374
O -3.96591 -1.92571 0.08103
C -3.01525 -1.01143 -0.22562
C -3.21575 0.36160 -0.23038
C -2.17438 1.23328 -0.56234
O -2.49380 2.55270 -0.52930
C -1.50692 3.49265 -0.88593
C -0.92576 0.72990 -0.88912
C -0.73205 -0.65341 -0.88004
C 0.57370 -1.18119 -1.19731
N 0.94953 -2.42913 -1.21026
N 2.25593 -2.45321 -1.50025
C 2.63130 -1.22710 -1.65157
S 4.22947 -0.58526 -1.92056
C 4.72975 -0.45882 -0.13006
C 3.54080 -0.15836 0.71193
C 2.91784 -1.17153 1.44109
F 3.49652 -2.38364 1.47966
C 1.73194 -0.98310 2.12532
C 1.13954 0.26694 2.10148
C 1.74091 1.30900 1.41891
C 2.92251 1.09302 0.72648
Cl 3.62505 2.39897 -0.15551
O 1.60577 -0.35866 -1.48475
C -1.75787 -1.52419 -0.55220
H -5.26576 -0.84531 1.28833
H -5.84709 -2.37470 0.58521
H -5.70918 -0.92564 -0.44078
H -4.16660 0.80510 0.01419
H -1.16065 3.34103 -1.91261
H -0.65123 3.45465 -0.20481
H -1.98667 4.46675 -0.80724
H -0.10132 1.37119 -1.15134
H 5.18337 -1.41005 0.14128
H 5.46786 0.34070 -0.11098
H 1.28867 -1.81333 2.65016
H 0.20576 0.42924 2.61562
H 1.29334 2.28986 1.40953
H -1.58950 -2.58707 -0.55099
```

Calculated values
total charge = 0
structure (SMILES) = COc1cc(OC)cc(-c2nnc(SCc3c(F)cccc3Cl)o2)c1
energy above the lowest of the compared OMol25 structures with the same formula, charge and spin = 0.00 kJ/mol